2 unconnected molecules or ions with the total composition C4H9NO2, computed with the ωB97M-V functional and the def2-TZVPD basis.

Each atom is followed by the atoms it is bonded to, with distances in Å.
Positions of all 16 atoms, in Å:
1 C 0.80253 -0.73365 2.28278  C2 1.495, H8 1.098, H9 1.103, H10 1.101
2 C 1.33275 0.52828 1.68059  C1 1.495, H11 1.109
3 N 1.21287 0.07296 -0.36128  C4 1.386, H12 1.014, H13 1.012
4 C 0.10050 0.58856 -1.00664  N3 1.386, O5 1.206, O6 1.343
5 O -0.14674 1.76376 -1.12234  C4 1.206
6 O -0.68856 -0.41522 -1.42409  C4 1.343, C7 1.429
7 C -1.91879 0.00643 -2.01672  O6 1.429, H14 1.090, H15 1.093, H16 1.093
8 H 1.48345 -1.58716 2.16795  C1 1.098
9 H 0.82291 -0.47394 3.35461  C1 1.103
10 H -0.22418 -1.04448 2.03499  C1 1.101
11 H 0.48256 1.23018 1.56500  C2 1.109
12 H 2.00352 0.68228 -0.18380  N3 1.014
13 H 1.41346 -0.91148 -0.47957  N3 1.012
14 H -2.44784 -0.91106 -2.27483  C7 1.090
15 H -2.49997 0.59885 -1.30618  C7 1.093
16 H -1.72847 0.60570 -2.91045  C7 1.093

As for the strongest force on any atom: 0.48 eV/Å. As for the energy relative to the best compared isomer or geometry (same formula, charge and spin): 4.376 eV. The value obtained for the HOMO energy is -8.075 eV. The calculation puts the lowest unoccupied orbital energy at 0.73 eV. For the orbital gap, the calculation gives 8.80 eV.